[1]
{
  "formula": "C23H39ClN6PS2",
  "method": "the ωB97M-V functional and the def2-TZVPD basis",
  "species": ["C", "C", "N", "C", "N", "Cl", "N", "C", "C", "C", "N", "C", "C", "C", "C", "C", "P", "C", "C", "C", "C", "C", "C", "C", "C", "S", "C", "S", "N", "C", "C", "N", "C", "H", "H", "H", "H", "H", "H", "H", "H", "H", "H", "H", "H", "H", "H", "H", "H", "H", "H", "H", "H", "H", "H", "H", "H", "H", "H", "H", "H", "H", "H", "H", "H", "H", "H", "H", "H", "H", "H", "H"],
  "xyz": [[-3.6541, 0.8238, 2.0640], [-2.8675, 0.7377, 0.9971], [-1.7218, 0.8638, 0.0758], [-0.9177, 2.1113, 0.3838], [-1.6020, 3.2658, 0.3818], [-0.8142, 4.7472, 0.7643], [0.4836, 1.7937, 0.6799], [1.5615, 2.3681, -0.1492], [1.3051, 2.2927, -1.7784], [1.3101, 3.7641, -2.4620], [1.9110, 3.6863, -3.8345], [0.5625, 0.3385, 1.1560], [1.9779, -0.4283, 1.0776], [2.1291, -1.7359, 2.0093], [2.4714, -0.8561, -0.3989], [4.0774, -0.5367, -0.5937], [-0.0567, 0.6941, 2.9659], [1.5164, 1.4601, 3.7880], [1.2938, 1.4786, 5.3874], [-0.4216, -0.8413, 3.9701], [-1.5325, -1.8638, 3.4011], [-0.6362, -0.1813, 0.1571], [-0.9976, -1.7427, 0.0778], [-0.6233, -2.3710, -1.3955], [-1.4632, -3.7441, -1.7000], [-1.1396, -4.3948, -3.4373], [-1.4505, -2.9296, -4.5521], [-0.6072, -2.7348, -6.0062], [-2.4519, -1.8743, -4.2094], [-3.8124, -2.2076, -3.7333], [-4.4925, -0.8003, -3.5297], [-3.5078, 0.2469, -3.9034], [-2.2565, -0.4080, -4.2999], [-4.3723, 0.7446, 2.9728], [-2.6253, 3.3278, 0.1698], [2.6353, 2.0305, 0.0647], [1.5636, 3.5215, 0.0620], [2.2397, 1.7379, -2.2092], [0.3175, 1.7735, -2.0538], [0.1913, 4.0747, -2.5676], [1.8388, 4.5739, -1.8291], [1.1787, 3.3326, -4.4710], [2.2221, 4.6336, -4.1168], [2.7715, 0.3362, 1.4709], [1.1563, -2.3038, 2.2321], [2.5586, -1.4159, 3.0481], [2.8721, -2.4727, 1.5314], [1.9488, -0.3404, -1.2772], [2.3888, -2.0118, -0.5479], [4.5574, -0.0657, 0.3388], [4.6673, -1.4485, -0.9814], [4.1624, 0.2691, -1.4374], [1.7377, 2.5085, 3.3279], [2.4267, 0.7537, 3.5873], [0.3133, 2.0596, 5.5887], [1.2445, 0.3996, 5.8164], [2.1516, 2.0094, 5.9381], [-0.8227, -0.4815, 5.0094], [0.5123, -1.4901, 4.2462], [-2.1656, -2.2325, 4.2931], [-0.9824, -2.7835, 2.9815], [-2.2089, -1.4578, 2.5692], [-0.1203, -0.0106, -0.8800], [-0.5129, -2.4149, 0.8702], [-2.1635, -1.8224, 0.1380], [0.4972, -2.6888, -1.3470], [-0.7574, -1.5976, -2.2481], [-1.1491, -4.6102, -0.9885], [-2.6058, -3.6045, -1.5473], [-4.2273, -3.2619, -3.5631], [-5.5646, -0.6308, -3.1466], [-1.2973, 0.1330, -4.6360]],
  "homo_lumo_gap_ev": 7.125,
  "smiles": "C#C[N+]1=C(NCl)N(CCCN)[C@@]([C@@H](C)CC)(P(CC)CC)[C@H]1CCCSC(=S)n1ccnc1",
  "homo_energy_ev": -10.68,
  "energy_ha": -2825.50480,
  "charge": 1
}



[2]
{
  "formula": "C10H12I2N3",
  "method": "the ωB97M-V functional and the def2-TZVPD basis",
  "species": ["C", "C", "C", "C", "C", "N", "C", "I", "C", "C", "I", "N", "C", "C", "N", "H", "H", "H", "H", "H", "H", "H", "H", "H", "H", "H", "H"],
  "xyz": [[-0.9208, 0.5499, 2.7428], [-1.9975, 0.2182, 2.0578], [-2.0213, -0.9711, 1.1105], [-0.9331, -0.9171, 0.0714], [-0.6020, 0.2677, -0.5551], [0.3602, 0.3394, -1.4697], [0.6758, 1.6086, -2.0824], [-0.4098, 1.9359, -3.8248], [1.5752, 2.4004, -1.5171], [2.3208, 2.0216, -0.2664], [2.0544, 4.2353, -2.3455], [1.0691, -0.7039, -1.8848], [0.7802, -1.8481, -1.3364], [-0.2052, -2.0412, -0.3396], [-0.4574, -3.2977, 0.1465], [-0.9342, 1.3373, 3.4827], [0.0316, 0.0482, 2.6080], [-2.8997, 0.8054, 2.1556], [-2.9696, -0.9562, 0.5718], [-1.9539, -1.8775, 1.7010], [-1.1226, 1.1861, -0.3250], [3.2284, 1.4874, -0.5521], [2.6043, 2.9076, 0.2925], [1.7264, 1.3663, 0.3680], [1.3523, -2.6950, -1.6921], [-0.4671, -3.3895, 1.1531], [0.1155, -4.0178, -0.2707]],
  "homo_lumo_gap_ev": 7.843,
  "homo_energy_ev": -12.16,
  "energy_ha": -1147.60837,
  "charge": 1
}